# 1
This record from the OMol25 dataset describes a structure of composition C29H45BN6O9Pb2 at a distorted geometry. The level of theory is ωB97M-V/def2-TZVPD.

```
! RIJCOSX wB97M-V def2-TZVPD def2/J DEFGRID3
* xyz 1 2
Pb 5.56 -0.81 -1.89
Pb 5.38 -2.41 2.18
O 3.09 -0.73 -0.79
C 2.06 -1.01 -0.18
O 0.86 -0.98 -0.67
B -0.22 -1.05 0.37
O 0.60 -1.44 1.56
C 1.96 -1.47 1.20
O 2.90 -1.69 1.96
O -1.33 -1.94 0.22
C -2.43 -1.23 0.17
O -3.59 -1.62 0.18
C -1.99 0.27 0.49
O -0.70 0.29 0.51
O -2.76 1.23 0.59
C 5.39 0.98 1.22
O 5.95 -0.19 0.81
H 5.22 1.72 0.44
H 4.51 0.75 1.82
H 6.09 1.30 1.99
C -4.10 4.57 -2.29
C -3.23 3.28 -2.02
C -1.71 3.62 -1.80
C -1.34 3.92 -0.39
N -1.04 4.18 0.65
H -3.88 4.88 -3.31
H -3.87 5.32 -1.53
H -5.14 4.39 -2.02
H -3.22 2.62 -2.89
H -3.67 2.75 -1.18
H -1.43 4.30 -2.60
H -1.23 2.66 -1.98
C 1.22 -4.62 -3.44
C 0.60 -3.29 -2.95
C 1.02 -2.15 -3.71
C 2.49 -1.95 -3.68
N 3.65 -1.84 -3.68
H 0.57 -4.92 -4.26
H 1.01 -5.44 -2.74
H 2.23 -4.72 -3.82
H 0.71 -3.19 -1.87
H -0.49 -3.40 -2.99
H 0.65 -1.18 -3.37
H 0.61 -2.28 -4.71
C 3.35 2.81 -5.67
C 1.88 2.65 -5.14
C 1.76 1.36 -4.34
C 2.99 1.10 -3.50
N 4.00 1.03 -2.87
H 3.82 1.87 -5.95
H 3.91 3.50 -5.03
H 3.33 3.37 -6.60
H 1.14 2.67 -5.94
H 1.79 3.60 -4.60
H 1.54 0.45 -4.89
H 0.96 1.55 -3.62
C -6.44 1.51 1.32
C -5.36 2.06 2.24
C -4.79 3.44 1.57
C -5.71 4.59 1.54
N -6.49 5.48 1.50
H -6.64 0.51 1.72
H -6.31 1.42 0.25
H -7.25 2.22 1.47
H -4.54 1.35 2.34
H -5.70 2.26 3.26
H -4.49 3.46 0.52
H -3.98 3.79 2.21
C 1.58 1.79 3.42
C 0.22 2.37 3.82
C -0.67 1.33 4.43
C -2.09 1.62 4.58
N -3.20 1.89 4.70
H 1.54 1.12 2.56
H 2.10 1.34 4.26
H 2.20 2.56 2.95
H -0.23 2.72 2.90
H 0.39 3.23 4.47
H -0.40 1.15 5.47
H -0.41 0.43 3.88
C 1.65 -7.68 4.29
C 1.25 -6.94 3.03
C 1.27 -5.35 3.05
C 2.60 -4.80 2.87
N 3.73 -4.38 2.76
H 2.64 -7.39 4.67
H 1.49 -8.74 4.10
H 1.00 -7.52 5.15
H 0.22 -7.21 2.77
H 1.72 -7.25 2.09
H 0.98 -5.06 4.06
H 0.68 -4.79 2.32
*
```

Properties
E_LUMO (spin up / spin down) in eV: -4.92 / -5.01
Highest occupied orbital energy (spin up / spin down) in eV: -9.62 / -11.35
Expectation value of S²: 0.75
HOMO-LUMO gap (spin up / spin down) in eV: 4.7 / 6.3

Atom charges from the Mulliken analysis, given in e for atoms 1 to 4: 1.304, 0.792, -0.094, 0.666



# 2
This record from the OMol25 dataset describes a structure of composition C29H45BN8O2Ru at a distorted geometry. The level of theory is ωB97M-V/def2-TZVPD.

```
! RIJCOSX wB97M-V def2-TZVPD def2/J DEFGRID3
* xyz 1 2
Ru 0.13 0.46 0.05
C -3.73 -0.01 1.19
C -3.58 1.50 1.02
C -4.87 2.22 1.40
C -2.43 1.95 1.87
C -2.47 2.66 3.07
C -1.15 2.89 3.39
N -0.38 2.35 2.45
N -1.15 1.75 1.53
B 1.11 2.68 2.24
N 1.99 1.42 2.32
C 2.94 1.24 3.25
C 3.78 0.23 2.82
C 3.26 -0.16 1.58
N 2.17 0.55 1.31
C 3.89 -1.13 0.63
C 5.25 -0.58 0.18
C 4.07 -2.48 1.31
N 1.26 3.27 0.82
C 1.66 4.50 0.47
C 1.69 4.57 -0.91
C 1.30 3.30 -1.35
N 1.04 2.55 -0.28
C 1.17 2.75 -2.74
C 1.73 1.32 -2.80
C 1.86 3.64 -3.77
H -4.54 -0.37 0.57
H -3.92 -0.26 2.23
H -2.80 -0.48 0.88
H -3.32 1.71 -0.03
H -5.22 1.88 2.37
H -5.64 1.99 0.67
H -4.72 3.29 1.43
H -3.33 2.95 3.63
H -0.72 3.41 4.22
H 1.44 3.46 3.06
H 2.97 1.82 4.15
H 4.64 -0.15 3.31
H 3.25 -1.20 -0.25
H 5.93 -0.49 1.02
H 5.14 0.40 -0.27
H 5.70 -1.25 -0.55
H 4.80 -2.40 2.12
H 4.44 -3.23 0.61
H 3.13 -2.83 1.74
H 1.89 5.24 1.20
H 1.96 5.42 -1.49
H 0.10 2.70 -2.99
H 2.80 1.32 -2.64
H 1.52 0.88 -3.77
H 1.26 0.66 -2.02
H 2.91 3.78 -3.53
H 1.38 4.62 -3.80
H 1.78 3.19 -4.75
C -2.06 -3.00 1.31
N -2.63 -3.25 0.02
C -4.03 -3.52 -0.07
C -1.90 -2.88 -1.16
C -2.20 -1.49 -1.71
C -3.25 -1.38 -2.62
C -3.57 -0.17 -3.20
C -2.85 0.96 -2.86
C -1.81 0.86 -1.94
C -1.45 -0.37 -1.37
H -1.44 -3.85 1.62
H -2.85 -2.86 2.05
H -1.41 -2.11 1.30
H -4.30 -4.31 0.63
H -4.29 -3.85 -1.07
H -4.64 -2.64 0.17
H -2.12 -3.61 -1.94
H -0.84 -2.92 -0.92
H -3.81 -2.27 -2.90
H -4.37 -0.11 -3.92
H -3.10 1.92 -3.30
H -1.28 1.78 -1.67
N 2.25 -5.02 -0.87
C 1.33 -4.35 0.03
C 1.35 -2.85 -0.28
O 1.85 -2.57 -1.46
O 0.88 -2.02 0.46
H 3.20 -5.01 -0.51
H 2.19 -3.41 -1.86
H 1.99 -5.99 -1.01
H 1.51 -4.52 1.10
H 0.31 -4.69 -0.19
*
```

Properties
E_LUMO (spin up / spin down) in eV: -4.45 / -4.37
Highest occupied orbital energy (spin up / spin down) in eV: -10.12 / -10.11
Expectation value of S²: 0.81
HOMO-LUMO gap (spin up / spin down) in eV: 5.7 / 5.7

Atom charges from the Mulliken analysis, given in e for atoms 1 to 4: 0.256, -0.785, 1.927, -2.086



# 3
This record from the OMol25 dataset describes a structure of composition C29H45Cl2LaN6O11Si at a distorted geometry. The level of theory is ωB97M-V/def2-TZVPD.

```
! RIJCOSX wB97M-V def2-TZVPD def2/J DEFGRID3
* xyz 0 1
C -2.56 -3.12 -1.30
C -1.98 -2.47 -2.52
H -3.61 -3.36 -1.40
H -2.42 -2.47 -0.43
H -2.02 -4.04 -1.08
C -2.57 -2.41 -3.72
C -3.91 -2.94 -4.11
H -2.03 -1.93 -4.52
H -4.45 -3.38 -3.28
H -3.81 -3.71 -4.88
H -4.54 -2.16 -4.54
La 0.00 0.00 0.00
Cl -1.49 -0.88 1.54
C 2.23 0.46 -1.90
O 1.37 1.04 -1.23
N 3.06 1.09 -2.74
C 2.96 2.52 -2.96
C 4.02 0.35 -3.52
H 2.38 -0.62 -1.83
H 2.25 2.93 -2.26
H 2.63 2.72 -3.98
H 3.93 2.99 -2.81
H 3.95 -0.70 -3.29
H 5.04 0.70 -3.31
H 3.82 0.48 -4.59
H 2.99 2.78 3.83
H 2.95 0.55 5.20
C 1.93 2.60 3.65
C 1.90 0.49 4.94
N 1.64 1.18 3.70
H 1.66 2.98 2.67
C 1.13 0.54 2.64
O 0.89 1.09 1.56
H 1.63 -0.56 4.84
H 0.94 -0.52 2.80
H 1.35 3.13 4.41
H 1.31 0.92 5.75
H -3.78 -0.41 -1.30
H -3.38 0.56 -3.59
C -3.71 0.58 -0.87
C -3.39 1.55 -3.12
N -2.93 1.43 -1.75
H -3.22 0.51 0.09
C -1.73 1.88 -1.40
O -1.20 1.73 -0.28
H -2.75 2.22 -3.68
H -1.23 2.45 -2.18
H -4.71 1.01 -0.75
H -4.41 1.93 -3.14
O -0.85 -0.65 -1.54
C -0.63 -1.83 -2.26
C 0.11 -0.34 -4.16
C 0.18 -1.57 -3.51
H -0.49 0.44 -3.72
C 0.83 -0.11 -5.33
H -0.05 -2.54 -1.65
C 0.99 -2.56 -4.05
H 0.76 0.85 -5.83
C 1.62 -1.11 -5.86
C 1.71 -2.34 -5.21
H 1.05 -3.52 -3.55
H 2.18 -0.94 -6.78
H 2.34 -3.12 -5.62
Si -4.44 -2.01 5.73
Cl -5.82 -3.14 4.62
C -4.87 -0.21 5.47
C -2.74 -2.41 5.07
C -4.61 -2.51 7.52
H -4.81 0.06 4.42
H -4.18 0.43 6.02
H -5.88 0.01 5.82
H -5.62 -2.32 7.88
H -3.92 -1.95 8.15
H -4.41 -3.57 7.65
H -2.65 -2.16 4.01
H -2.51 -3.47 5.18
H -1.97 -1.85 5.61
O 7.85 2.43 1.42
N 7.58 1.27 1.43
O 8.45 0.48 1.65
C 6.23 0.82 1.19
C 5.23 1.73 0.94
C 3.87 1.40 0.68
C 3.52 -0.08 0.70
O 2.29 -0.75 0.48
C 4.60 -1.00 0.96
C 5.91 -0.53 1.20
N 4.41 -2.43 0.99
O 5.33 -3.15 1.20
O 3.34 -2.92 0.80
N 3.09 2.64 0.44
O 3.64 3.70 0.42
O 1.92 2.67 0.27
H 5.56 2.76 0.95
H 6.70 -1.23 1.39
*
```

Properties
E_LUMO in eV: -0.83
Highest occupied orbital energy in eV: -8.21
HOMO-LUMO gap in eV: 7.4

Atom charges from the Mulliken analysis, given in e for atoms 1 to 4: -1.538, 0.501, 0.413, 0.160